No. 1
# C6H10O

2 unconnected molecules or ions with the total composition C6H10O (ωB97M-V with the def2-TZVPD basis set, the OMol25 dataset).

Element x y z (Å)
O1 -2.449 0.775 -0.757
C1 -0.234 0.582 1.255
C2 -1.331 1.203 -0.937
C3 0.851 -0.189 -0.680
C4 1.550 -0.823 0.513
C5 0.449 -0.742 1.584
C6 -0.177 0.556 -0.260
H1 -1.252 0.686 1.638
H2 1.159 -0.382 -1.706
H3 0.358 1.437 1.617
H4 2.429 -0.231 0.813
H5 -1.166 2.126 -1.521
H6 1.894 -1.844 0.322
H7 -0.950 -0.279 -3.209
H8 -0.279 -1.540 1.394
H9 -1.577 -0.458 -2.852
H10 0.799 -0.817 2.615

As for the SMILES: O=CC1=CCCC1.[H][H]. The energy above the lowest of the compared OMol25 structures with the same formula, charge and spin is 1.629 eV. As for the net charge: 0. As for the strongest force on any atom: 0.54 eV/Å. The calculation puts the HOMO-LUMO gap at 10.295 eV. The multiplicity is 1. For the HOMO energy, the calculation gives -9.47 eV. The calculation puts the energy at -309.78250 Eh. The value obtained for the LUMO energy is 0.83 eV.

No. 2
# C6H10O

C6H10O in the gas phase in a non-equilibrium geometry (ωB97M-V with the def2-TZVPD basis set, the OMol25 dataset).

Element x y z (Å)
O1 -0.521 1.305 -0.156
C1 0.437 -0.823 -0.356
C2 1.098 -0.668 0.989
C3 1.524 0.207 -0.171
C4 0.867 1.536 -0.386
C5 -2.040 -0.530 0.304
C6 -0.859 -0.034 -0.530
H1 1.221 1.796 -1.395
H2 -1.156 -0.032 -1.592
H3 2.461 0.256 -0.708
H4 0.555 -1.741 -0.932
H5 1.161 2.362 0.276
H6 0.500 -0.207 1.787
H7 -2.906 0.128 0.176
H8 -1.781 -0.558 1.368
H9 1.773 -1.455 1.330
H10 -2.333 -1.543 -0.005

As for the SMILES: C[C@H]1OC[C@H]2C[C@H]21. The energy above the lowest of the compared OMol25 structures with the same formula, charge and spin is 0.847 eV. As for the net charge: 0. As for the strongest force on any atom: 1.23 eV/Å. The calculation puts the HOMO-LUMO gap at 10.773 eV. The multiplicity is 1. For the HOMO energy, the calculation gives -9.63 eV. The calculation puts the energy at -309.81123 Eh. The value obtained for the LUMO energy is 1.14 eV.

No. 3
# C6H10O

C6H10O in the gas phase (ωB97M-V with the def2-TZVPD basis set, the OMol25 dataset).

Element x y z (Å)
O1 -2.385 -1.164 0.059
C1 -1.252 -0.376 0.158
C2 -0.010 -0.749 0.972
C3 2.122 0.456 -0.158
C4 -0.404 0.106 -0.991
C5 -1.226 1.080 -0.184
C6 0.849 -0.382 -0.272
H1 -0.572 -0.010 -2.058
H2 -0.767 1.816 0.477
H3 2.101 1.370 -0.761
H4 0.057 -1.811 1.215
H5 -2.114 1.424 -0.708
H6 1.116 -1.330 -0.750
H7 2.377 0.730 0.872
H8 0.156 -0.157 1.882
H9 2.929 -0.172 -0.535
H10 -2.989 -0.908 0.767

As for the SMILES: C[C@H]1C[C@@]2(O)C[C@@H]12. The energy above the lowest of the compared OMol25 structures with the same formula, charge and spin is 1.508 eV. As for the net charge: 0. As for the strongest force on any atom: 0.41 eV/Å. The calculation puts the HOMO-LUMO gap at 10.384 eV. The multiplicity is 1. For the HOMO energy, the calculation gives -9.45 eV. The calculation puts the energy at -309.78695 Eh. The value obtained for the LUMO energy is 0.94 eV.

No. 4
# C6H10O

2 unconnected molecules or ions with the total composition C6H10O (ωB97M-V with the def2-TZVPD basis set, the OMol25 dataset).

Element x y z (Å)
O1 -0.218 0.031 1.453
C1 -0.076 -1.802 -0.169
C2 -1.562 0.161 -0.467
C3 2.932 1.128 -0.172
C4 3.524 0.092 -0.117
C5 -0.650 -0.482 0.256
C6 -2.202 1.456 -0.078
H1 0.556 -0.457 1.751
H2 0.043 -1.826 -1.248
H3 -2.990 1.707 -0.782
H4 4.021 -0.832 -0.077
H5 -1.876 -0.284 -1.397
H6 0.890 -1.978 0.303
H7 -0.746 -2.617 0.108
H8 -1.467 2.261 -0.069
H9 2.444 2.057 -0.218
H10 -2.624 1.388 0.922

As for the SMILES: C/C=C(/C)O.C#C. The energy above the lowest of the compared OMol25 structures with the same formula, charge and spin is 2.475 eV. As for the net charge: 0. As for the strongest force on any atom: 0.56 eV/Å. The calculation puts the HOMO-LUMO gap at 9.143 eV. The multiplicity is 1. For the HOMO energy, the calculation gives -8.25 eV. The calculation puts the energy at -309.75140 Eh. The value obtained for the LUMO energy is 0.89 eV.

No. 5
# C6H10O

2 unconnected molecules or ions with the total composition C6H10O (ωB97M-V with the def2-TZVPD basis set, the OMol25 dataset).

Element x y z (Å)
O1 -0.412 -1.049 0.691
C1 -1.570 0.219 -0.448
C2 2.225 0.072 0.187
C3 0.961 0.789 -0.185
C4 -0.340 0.389 0.448
C5 1.616 -0.131 -1.174
C6 -1.504 -1.261 -0.043
H1 -2.482 0.759 -0.182
H2 -1.372 0.339 -1.518
H3 -3.167 -0.732 1.957
H4 2.107 0.308 -2.037
H5 2.140 -0.748 0.893
H6 -2.993 -1.291 1.492
H7 -0.517 0.916 1.394
H8 3.140 0.651 0.267
H9 1.031 1.858 -0.380
H10 1.138 -1.089 -1.363

The energy above the lowest of the compared OMol25 structures with the same formula, charge and spin is 4.671 eV. As for the net charge: 0. As for the strongest force on any atom: 0.35 eV/Å. The calculation puts the HOMO-LUMO gap at 9.560 eV. The multiplicity is 1. For the HOMO energy, the calculation gives -8.59 eV. The calculation puts the energy at -309.67072 Eh. The value obtained for the LUMO energy is 0.97 eV.

No. 6
# C6H10O

C6H10O in the gas phase (ωB97M-V with the def2-TZVPD basis set, the OMol25 dataset).

Element x y z (Å)
O1 -0.539 -1.430 -0.099
C1 -0.933 0.769 -0.870
C2 -0.288 1.586 0.251
C3 -1.416 -0.663 -0.896
C4 0.531 0.648 -0.576
C5 0.724 -0.763 0.010
C6 1.123 -0.849 1.485
H1 0.359 -0.381 2.116
H2 2.088 -0.363 1.663
H3 -0.410 1.441 1.325
H4 -0.127 2.626 -0.046
H5 1.197 -1.899 1.794
H6 -1.258 -0.935 -1.957
H7 1.498 -1.268 -0.590
H8 1.220 0.983 -1.339
H9 -1.327 1.397 -1.669
H10 -2.441 -0.900 -0.602

As for the SMILES: C[C@H]1OC[C@H]2C[C@H]21. The energy above the lowest of the compared OMol25 structures with the same formula, charge and spin is 1.087 eV. As for the net charge: 0. As for the strongest force on any atom: 0.61 eV/Å. The calculation puts the HOMO-LUMO gap at 10.607 eV. The multiplicity is 1. For the HOMO energy, the calculation gives -9.51 eV. The calculation puts the energy at -309.80241 Eh. The value obtained for the LUMO energy is 1.09 eV.

No. 7
# C6H10O

C6H10O in the gas phase (ωB97M-V with the def2-TZVPD basis set, the OMol25 dataset).

Element x y z (Å)
O1 1.738 -0.807 1.204
C1 0.024 -1.237 -0.507
C2 -1.364 0.798 -0.048
C3 1.309 -0.505 -0.121
C4 1.126 0.983 -0.279
C5 -1.133 -0.670 0.315
C6 -0.076 1.559 -0.226
H1 -0.159 2.638 -0.350
H2 -1.988 1.285 0.712
H3 -0.150 -1.063 -1.580
H4 2.125 -0.860 -0.754
H5 -1.931 0.864 -0.989
H6 0.125 -2.315 -0.345
H7 -2.051 -1.247 0.167
H8 2.024 1.588 -0.387
H9 1.251 -0.236 1.810
H10 -0.871 -0.775 1.378

As for the SMILES: O[C@@H]1C=CCCC1. The energy above the lowest of the compared OMol25 structures with the same formula, charge and spin is 0.026 eV. As for the net charge: 0. As for the strongest force on any atom: 0.29 eV/Å. The calculation puts the HOMO-LUMO gap at 10.578 eV. The multiplicity is 1. For the HOMO energy, the calculation gives -9.58 eV. The calculation puts the energy at -309.84142 Eh. The value obtained for the LUMO energy is 1.00 eV.

What is the formula in the sixth record?
C6H10O

energy of number 3 (C6H10O)?
-309.78695 Eh

Copy entry 1 word for word.
# C6H10O

2 unconnected molecules or ions with the total composition C6H10O (ωB97M-V with the def2-TZVPD basis set, the OMol25 dataset).

Element x y z (Å)
O1 -2.449 0.775 -0.757
C1 -0.234 0.582 1.255
C2 -1.331 1.203 -0.937
C3 0.851 -0.189 -0.680
C4 1.550 -0.823 0.513
C5 0.449 -0.742 1.584
C6 -0.177 0.556 -0.260
H1 -1.252 0.686 1.638
H2 1.159 -0.382 -1.706
H3 0.358 1.437 1.617
H4 2.429 -0.231 0.813
H5 -1.166 2.126 -1.521
H6 1.894 -1.844 0.322
H7 -0.950 -0.279 -3.209
H8 -0.279 -1.540 1.394
H9 -1.577 -0.458 -2.852
H10 0.799 -0.817 2.615

As for the SMILES: O=CC1=CCCC1.[H][H]. The energy above the lowest of the compared OMol25 structures with the same formula, charge and spin is 1.629 eV. As for the net charge: 0. As for the strongest force on any atom: 0.54 eV/Å. The calculation puts the HOMO-LUMO gap at 10.295 eV. The multiplicity is 1. For the HOMO energy, the calculation gives -9.47 eV. The calculation puts the energy at -309.78250 Eh. The value obtained for the LUMO energy is 0.83 eV.